[1]
DFT (ωB97M-V/def2-TZVPD) results for a structure of composition C43H59I2N5O3PRbS4 in a non-equilibrium geometry.

Calculated values
HOMO, eV: -0.63
Energy above the lowest of the compared OMol25 structures with the same formula, charge and spin, kJ/mol: 0.0
Charge: -2
Frontier orbital gap, eV: 3.3

Each line ends with the Löwdin charge.
Cartesian coordinates (Å):
I  -1.77  4.19  4.88  -0.58
I  1.74  3.60  3.00  0.89
Rb  -0.23  0.25  1.08  0.41
S  -2.08  -0.88  -1.82  0.11
S  4.64  2.70  -0.65  1.07
S  -6.39  6.11  0.38  0.66
S  -0.11  -2.99  -0.17  0.27
P  -1.36  -2.75  -1.68  -0.15
O  -0.45  -3.18  -2.94  -0.37
O  -1.75  0.17  3.43  -0.13
O  -2.64  -3.80  -1.94  -0.35
N  2.12  2.23  0.08  0.06
N  -2.07  2.90  0.14  0.04
N  1.86  -2.07  2.52  0.02
N  -3.66  1.46  2.92  0.12
N  -4.08  7.51  0.58  0.04
C  3.32  3.11  -1.77  -0.44
C  4.29  -2.24  -1.57  -0.06
C  4.92  0.76  4.22  -0.06
C  -3.69  -3.16  0.20  -0.11
C  3.62  -4.99  1.00  -0.34
C  -4.33  3.79  0.17  -0.03
C  -3.83  5.11  0.38  -0.22
C  3.29  2.13  3.00  -0.60
C  2.20  -3.17  4.78  -0.10
C  2.60  -2.91  1.82  -0.38
C  3.85  1.72  1.78  -0.32
C  1.18  -1.01  4.54  -0.07
C  4.79  0.69  1.81  -0.03
C  -1.01  -3.16  -4.32  -0.46
C  -0.02  -3.18  3.71  -0.05
C  0.16  -2.72  -5.17  -0.05
C  -1.62  -4.51  -4.55  -0.08
C  -3.43  2.73  0.07  -0.12
C  -0.15  3.85  -5.37  -0.06
C  3.85  1.71  4.17  -0.16
C  3.13  -2.22  0.66  -0.07
C  -2.46  5.23  0.61  -0.02
C  -1.60  4.13  0.44  -0.13
C  3.37  2.21  0.52  -0.56
C  -0.61  5.47  -3.48  -0.05
C  -4.76  6.31  0.42  -0.81
C  4.25  -4.29  -0.05  -0.08
C  0.86  3.06  -1.88  0.03
C  3.72  -6.48  1.10  -0.10
C  0.91  3.62  -3.12  -0.18
C  -0.39  3.97  -3.84  -0.55
C  -3.76  -4.01  -1.00  -0.46
C  -1.58  3.16  -3.34  -0.05
C  1.30  -2.37  3.88  -0.65
C  -3.01  0.26  3.36  -0.52
C  2.05  2.75  -1.23  -0.26
C  -4.96  -3.77  -1.78  -0.08
C  3.37  3.57  -3.06  -0.10
C  5.34  0.25  3.02  -0.07
C  2.19  3.96  -3.69  -0.03
C  3.86  -2.93  -0.29  -0.31
C  2.82  -4.33  1.92  -0.04
C  -3.86  -0.92  3.66  -0.02
H  -0.08  2.73  -1.35  0.11
H  -1.42  2.09  -3.45  0.08
H  5.08  -2.85  -1.96  0.05
H  3.20  -2.68  4.80  0.09
H  -2.12  -4.51  -5.56  0.08
H  1.02  -3.34  -5.01  0.07
H  -3.66  -5.07  -0.77  0.14
H  0.43  -1.71  -4.80  0.08
H  -4.30  -3.58  0.97  0.07
H  2.74  -6.98  0.93  0.08
H  0.38  2.96  -5.67  0.07
H  6.01  -0.58  3.01  0.10
H  -1.95  6.17  0.84  0.11
H  -5.39  3.61  0.21  0.07
H  5.21  0.38  0.85  0.10
H  -0.29  -3.72  4.68  0.08
H  -0.11  -2.67  -6.28  0.10
H  2.25  -4.93  2.66  0.09
H  1.85  -3.03  5.82  0.07
H  4.14  -6.90  2.05  0.07
H  -4.89  -2.88  -2.40  0.09
H  -1.85  -2.45  -4.24  0.10
H  0.15  -3.92  2.90  0.06
H  4.98  -4.75  -0.73  0.08
H  -4.69  8.36  0.82  0.12
H  5.35  0.55  5.20  0.11
H  -3.13  2.30  3.28  -0.04
H  3.42  2.20  5.07  0.10
H  -5.85  -3.70  -1.21  0.07
H  -0.54  4.13  0.62  0.08
H  2.72  -1.20  0.44  0.10
H  0.28  -0.46  4.17  0.05
H  -3.74  1.69  0.01  0.10
H  2.09  -0.43  4.30  0.06
H  -1.57  5.89  -3.88  0.09
H  -1.78  3.36  -2.27  0.06
H  -4.78  -0.60  4.30  0.10
H  -4.62  1.59  3.29  0.10
H  -2.69  -3.15  0.58  0.01
H  -0.68  5.55  -2.42  0.05
H  3.38  -2.11  -2.18  0.09
H  4.48  -6.82  0.37  0.06
H  0.38  4.77  -5.74  0.08
H  1.02  -1.09  5.64  0.08
H  -1.14  3.84  -5.89  0.08
H  4.62  -1.25  -1.27  0.05
H  4.31  3.80  -3.55  0.10
H  -5.19  -4.57  -2.49  0.08
H  -2.38  -4.86  -3.82  0.08
H  0.31  6.05  -3.85  0.11
H  -4.39  -1.36  2.80  0.08
H  -3.99  -2.12  0.01  0.06
H  -3.41  7.67  -0.16  0.09
H  -0.94  -2.58  3.50  0.06
H  2.27  -4.25  4.50  0.07
H  -3.26  -1.63  4.24  0.08
H  2.18  4.31  -4.74  0.10
H  -2.50  3.39  -3.97  0.11
H  -0.86  -5.31  -4.76  0.08

[2]
DFT (ωB97M-V/def2-TZVPD) results for a structure of composition C19H21N8O2PbS5Sb.

Calculated values
HOMO (alpha / beta), eV: -7.52 / -7.57
Energy above the lowest of the compared OMol25 structures with the same formula, charge and spin, kJ/mol: 78.4
Frontier orbital gap (alpha / beta), eV: 5.7 / 5.3

Each line ends with the Löwdin charge.
Cartesian coordinates (Å):
Pb  1.41  -1.73  -0.52  0.99
Sb  4.86  1.12  -0.71  0.28
S  1.40  1.31  0.38  -0.05
S  3.14  1.99  0.97  -0.11
S  1.50  -1.71  2.28  0.54
S  4.13  -1.07  -1.09  -0.30
S  3.99  2.21  -2.58  -0.06
O  -1.03  -5.55  -0.03  0.05
O  -0.38  -3.41  -0.07  -0.26
N  -0.46  -0.12  3.06  -0.04
N  -1.14  -2.15  2.23  0.14
N  -2.20  1.41  -1.72  -0.02
N  -0.82  -0.28  -1.47  0.00
N  -1.85  3.75  -1.58  -0.07
N  -1.21  4.59  -2.44  0.06
N  -0.44  5.36  -1.78  0.09
N  2.21  -4.19  -0.53  -0.01
C  0.09  5.58  0.68  0.00
C  2.87  -6.87  -0.60  -0.05
C  -1.81  0.41  3.16  -0.06
C  -0.18  -4.68  -0.16  -0.60
C  -1.46  4.00  -0.30  -0.18
C  -0.55  5.04  -0.44  -0.23
C  3.48  -4.58  -0.67  -0.13
C  3.86  -5.90  -0.70  -0.05
C  1.26  -5.13  -0.41  -0.18
C  -1.79  3.45  0.94  -0.02
C  0.10  1.66  -2.74  -0.03
C  -0.95  0.92  -1.99  -0.38
C  -0.16  -1.30  2.53  -0.87
C  -2.02  -0.60  -0.87  -0.13
C  1.56  -6.48  -0.44  0.01
C  -2.89  0.44  -1.01  -0.07
C  -1.16  4.00  2.03  -0.09
C  -2.71  2.72  -2.07  -0.06
C  -0.22  5.05  1.91  -0.08
H  4.90  -6.17  -0.81  0.11
H  0.61  2.39  -2.10  0.04
H  -0.31  2.21  -3.60  0.08
H  -2.33  0.36  2.20  0.07
H  -3.70  2.80  -1.62  0.14
H  0.25  5.43  2.80  0.11
H  -2.16  -1.57  -0.41  0.09
H  -3.91  0.58  -0.71  0.12
H  4.22  -3.78  -0.75  0.05
H  -2.39  -0.13  3.91  0.09
H  0.74  -7.18  -0.34  0.12
H  3.13  -7.93  -0.63  0.11
H  -2.10  -1.85  2.30  0.10
H  0.85  0.95  -3.10  0.08
H  0.32  0.52  3.15  0.10
H  -0.94  -2.84  1.50  0.05
H  -2.50  2.64  1.04  0.10
H  -1.38  3.61  3.02  0.09
H  -2.79  2.86  -3.14  0.14
H  0.81  6.39  0.57  0.12
H  -1.75  1.45  3.47  0.07

[3]
DFT (ωB97M-V/def2-TZVPD) results for a structure of composition C4H12N2 in a non-equilibrium geometry.

Calculated values
HOMO, eV: -6.66
Energy above the lowest of the compared OMol25 structures with the same formula, charge and spin, kJ/mol: 636.2
Frontier orbital gap, eV: 6.7

Each line ends with the Löwdin charge.
Cartesian coordinates (Å):
N  1.79  -0.58  0.31  0.07
N  -0.50  -0.94  -0.87  -0.14
C  0.02  1.16  0.20  -0.04
C  1.37  0.74  0.31  -0.23
C  -0.81  -0.19  0.30  -0.54
C  -2.30  0.09  0.53  -0.09
H  2.08  1.45  0.74  0.14
H  -0.17  2.04  0.82  0.13
H  1.09  -0.96  -0.44  0.02
H  -2.43  0.96  1.20  0.06
H  2.09  -0.93  -2.89  0.03
H  0.78  1.07  -0.80  0.20
H  -2.93  0.42  -0.34  0.08
H  -0.27  -0.59  1.14  0.11
H  -0.81  -0.52  -1.74  -0.01
H  1.65  -1.39  -2.50  0.01
H  -2.81  -0.84  0.86  0.08
H  2.74  -0.78  0.01  0.09

[4]
DFT (ωB97M-V/def2-TZVPD) results for a structure of composition C6H13O3Pb in a non-equilibrium geometry.

Calculated values
HOMO (alpha / beta), eV: -4.66 / -5.81
2S+1: 2
<S²>: 0.753
Frontier orbital gap (alpha / beta), eV: 5.2 / 6.2

Each line ends with the Löwdin spin population.
Cartesian coordinates (Å):
Pb  0.12  1.38  0.68  0.58
O  0.34  -0.83  0.47  0.08
O  2.16  1.07  0.49  0.05
O  -1.78  0.61  -0.13  0.09
C  2.57  -0.26  0.76  0.01
C  -0.75  -1.51  -0.14  0.01
C  -2.01  -0.75  0.20  0.02
C  2.22  1.43  -0.95  0.07
C  1.65  -1.22  0.03  0.00
C  -2.95  1.42  -0.09  0.02
H  -0.81  -2.54  0.22  0.00
H  -3.60  1.16  -0.94  0.00
H  3.21  1.90  -1.05  0.01
H  -2.25  -0.84  1.27  0.01
H  3.61  -0.40  0.41  0.00
H  -2.85  -1.15  -0.39  0.00
H  1.51  2.25  -1.19  0.04
H  -0.60  -1.51  -1.23  0.00
H  2.24  -2.22  0.10  0.00
H  2.55  -0.39  1.85  0.01
H  1.55  -1.32  -1.06  0.00
H  -3.49  1.27  0.85  0.00
H  -2.63  2.46  -0.17  0.01

[5]
DFT (ωB97M-V/def2-TZVPD) results for a cluster of 2 separate species, C4H9O2Si in total in a non-equilibrium geometry.

Calculated values
HOMO, eV: -1.49
Energy above the lowest of the compared OMol25 structures with the same formula, charge and spin, kJ/mol: 137.0
Charge: -1
Frontier orbital gap, eV: 4.3

Each line ends with the Löwdin charge.
Cartesian coordinates (Å):
Si  -0.66  -0.55  0.09  0.31
O  -0.38  4.23  -2.13  0.21
O  -0.77  2.76  -3.82  0.20
C  -0.10  -2.41  -0.01  -0.41
C  1.02  0.39  -0.23  -0.36
C  -0.73  -0.44  2.11  -0.37
C  -0.57  3.61  -3.07  -0.45
H  0.39  -2.66  -0.96  -0.03
H  -0.96  -3.11  0.37  0.01
H  -1.67  -0.41  2.76  0.00
H  0.67  -2.52  0.87  0.01
H  1.07  1.06  -1.11  -0.03
H  1.76  -0.47  -0.47  0.01
H  -0.44  0.62  2.21  -0.04
H  -0.06  -1.01  2.74  -0.03
H  1.42  0.90  0.65  -0.02

| no. | total energy (eV) |
| --- | --- |
| 1 | -128633.424 |
| 2 | -102023.413 |
| 3 | -7316.435 |
| 4 | -17814.986 |
| 5 | -16266.253 |